Below is a cluster of 3 separate species, C18H42B2N3O8 in total, with properties calculated with ωB97M-V with the def2-TZVPD basis set.

Structure (XYZ):
```
73
Properties=species:S:1:pos:R:3:forces:R:3:lowdin_charge:R:1
C 3.934 1.670 -2.161 -0.2 -0.3 0.3 -0.0283
B 2.837 2.221 -3.253 2.0 -1.6 -2.0 -0.2882
O 3.097 1.892 -4.697 -1.1 3.6 3.2 0.0386
C 1.506 3.133 -2.940 -5.5 4.6 1.0 0.0610
N 1.268 4.528 -3.494 -3.1 -1.6 2.3 0.0603
C -0.040 5.140 -3.042 -0.7 -4.7 2.9 0.0480
C -0.750 4.036 -2.059 5.4 1.5 -4.3 0.0882
N 0.263 2.888 -2.114 1.9 3.0 -1.6 0.0774
B -0.059 1.606 -1.342 -0.8 -2.7 2.4 -0.4485
O 0.483 1.291 0.012 -2.3 2.2 -2.4 0.0630
N -1.023 0.598 -1.942 -0.1 2.4 -1.2 -0.1169
C -0.736 0.305 -3.400 0.4 -1.3 -1.2 -0.0896
C -2.464 1.102 -1.929 -1.2 1.1 0.4 -0.1235
H 4.270 0.598 -2.495 -0.5 2.0 0.6 0.1022
H 3.533 1.600 -1.062 0.8 0.2 -2.1 0.0785
H 4.912 2.356 -2.169 -2.2 -1.4 -0.1 0.1151
H 2.891 2.774 -5.164 0.1 -2.2 0.3 0.1195
H 1.892 5.070 -4.149 -0.8 -1.1 1.1 0.1709
H -0.544 6.182 -3.291 1.8 -2.4 0.3 0.1469
H -1.758 4.031 -1.465 2.4 -0.1 -1.4 0.1481
H -0.131 1.631 0.735 1.2 -0.7 -1.2 0.1325
H -1.624 0.634 -4.106 1.8 -0.7 1.4 0.1121
H -0.569 -0.869 -3.475 -0.4 2.5 -0.1 0.1247
H 0.235 0.802 -3.825 -1.6 -0.8 0.9 0.0851
H -2.599 2.025 -2.667 0.3 -1.8 1.3 0.0928
H -3.228 0.286 -2.306 1.8 1.5 1.0 0.1025
H -2.791 1.517 -0.860 0.7 -1.2 -2.1 0.1196
C 7.021 2.752 5.066 -0.3 -0.1 -0.1 -0.1059
O 6.281 2.155 4.015 0.2 -0.2 -0.1 -0.2106
C 7.021 2.104 2.794 -0.7 -0.1 0.2 -0.1937
C 6.384 1.106 1.825 0.6 -0.2 0.1 -0.1766
O 6.754 -0.253 2.098 -0.4 0.3 0.2 -0.1370
C 6.148 -0.838 3.259 -0.1 -0.2 -0.4 -0.1663
C 4.674 -1.184 3.050 0.0 0.5 0.5 -0.1896
O 3.861 -0.018 3.196 -0.1 0.0 -0.4 -0.2064
C 2.594 -0.166 2.575 0.4 0.1 0.3 -0.1140
H 7.296 3.779 4.808 0.1 0.0 0.1 0.0864
H 6.395 2.768 5.963 0.0 0.0 -0.2 0.0909
H 7.917 2.164 5.283 0.1 0.1 0.0 0.0879
H 8.059 1.814 2.993 0.0 0.0 -0.1 0.1291
H 7.002 3.108 2.354 0.2 0.0 -0.2 0.1225
H 6.774 1.314 0.822 0.1 -0.1 0.1 0.1208
H 5.300 1.217 1.772 0.0 0.1 0.3 0.1121
H 6.304 -0.216 4.142 -0.3 0.1 -0.1 0.1206
H 6.693 -1.773 3.428 -0.1 0.1 -0.2 0.1288
H 4.352 -1.906 3.811 0.1 -0.2 -0.1 0.1273
H 4.535 -1.623 2.056 0.1 0.0 0.0 0.1255
H 2.714 -0.314 1.496 -0.1 -0.1 0.0 0.0770
H 2.025 0.754 2.733 0.2 -0.1 0.1 0.0825
H 2.044 -1.004 3.015 -0.1 0.0 -0.1 0.0905
C -3.099 -2.359 0.071 -0.4 0.0 0.2 -0.1008
O -4.515 -2.372 0.005 0.2 -0.1 -0.3 -0.1996
C -5.002 -1.911 -1.256 -0.3 -0.2 0.8 -0.2015
C -6.463 -2.325 -1.448 0.2 -0.3 -0.4 -0.1675
O -6.606 -3.680 -1.896 0.2 0.3 0.4 -0.1358
C -6.343 -4.689 -0.910 -0.5 0.0 -0.2 -0.1686
C -7.461 -4.815 0.124 0.5 0.3 0.4 -0.1916
O -7.342 -3.794 1.117 -0.2 0.1 -0.2 -0.2121
C -8.562 -3.570 1.806 0.3 0.0 -0.1 -0.1080
H -2.718 -1.344 -0.075 0.2 0.0 -0.1 0.0673
H -2.796 -2.711 1.061 -0.2 0.1 -0.1 0.0933
H -2.677 -3.033 -0.679 0.1 0.1 -0.1 0.0891
H -4.393 -2.320 -2.070 0.0 0.0 -0.1 0.1263
H -4.926 -0.817 -1.260 -0.1 0.1 -0.2 0.1046
H -6.884 -1.711 -2.252 0.1 -0.1 0.0 0.1263
H -7.065 -2.138 -0.558 0.3 0.0 0.2 0.1205
H -5.367 -4.542 -0.446 -0.1 0.1 0.2 0.1181
H -6.292 -5.631 -1.468 -0.1 0.2 0.0 0.1276
H -7.384 -5.781 0.637 -0.1 -0.1 -0.2 0.1268
H -8.435 -4.750 -0.375 0.0 0.0 -0.1 0.1277
H -9.334 -3.223 1.110 -0.1 -0.1 0.0 0.0871
H -8.396 -2.788 2.552 0.1 -0.2 -0.1 0.0886
H -8.891 -4.482 2.314 -0.1 0.0 0.0 0.0884
```
Positions in Å, forces in eV/Å.

Output
Total charge: +1
LUMO energy, eV: -4.638
F_max, eV Å⁻¹: 7.250
E_HOMO, eV: -10.74